(1)
The following is a quantum chemistry calculation of C50H59ClN3O4P3SY as an isolated structure, from the OMol25 dataset.

Geometry (Å):
Y1 -0.76 -0.58 0.10
Cl1 -5.89 0.84 -4.68
S1 5.34 3.72 -3.57
P1 -1.62 -1.99 2.36
P2 1.37 -0.64 -2.06
P3 1.39 1.65 -0.66
O1 -0.23 -2.03 1.73
O2 -2.45 -1.05 1.49
O3 -1.60 -1.40 3.82
O4 -2.18 -3.45 2.41
N1 -0.69 1.24 1.98
N2 1.99 0.94 -2.11
N3 0.11 2.53 3.59
C1 -2.56 -1.10 -3.59
C2 -0.23 2.38 -1.04
C3 -3.47 -5.33 2.97
C4 -0.72 3.40 -0.22
C5 -4.71 -0.04 -3.76
C6 -3.58 -3.87 2.59
C7 3.63 -1.13 -0.43
C8 -1.26 2.69 3.63
C9 4.34 -1.89 0.49
C10 -4.01 -1.05 -1.70
C11 2.02 -2.92 -0.65
C12 -3.43 3.41 4.19
C13 -1.12 1.76 -1.93
C14 1.57 -1.26 -3.75
C15 6.59 2.51 -3.10
C16 -0.70 -1.78 4.92
C17 3.25 5.31 -0.71
C18 1.80 -2.15 -6.38
C19 0.38 1.66 2.59
C20 -4.24 -3.05 3.69
C21 -4.96 -0.36 -2.44
C22 2.74 -3.67 0.27
C23 -1.76 1.87 2.62
C24 2.49 3.05 -0.33
C25 3.90 -3.16 0.83
C26 2.51 -2.78 -5.37
C27 -1.75 -2.13 -1.45
C28 -2.46 2.15 -1.98
C29 0.86 -0.63 -4.77
C30 2.98 2.25 -3.98
C31 -0.42 -3.28 4.91
C32 -4.30 -3.70 1.26
C33 -2.78 -1.44 -2.25
C34 -3.13 1.82 2.37
C35 -2.92 3.16 -1.16
C36 3.54 2.86 0.57
C37 0.58 -0.98 4.77
C38 4.27 2.72 -4.64
C39 -3.95 2.59 3.17
C40 -2.08 3.47 4.44
C41 2.40 -2.33 -4.06
C42 4.44 3.88 0.82
C43 2.35 4.29 -0.97
C44 0.97 -1.07 -6.08
C45 -1.46 -1.37 6.17
C46 3.23 1.33 -2.80
C47 -2.05 3.79 -0.29
C48 4.29 5.10 0.18
C49 -3.50 -0.41 -4.34
C50 2.47 -1.64 -1.01
H1 -5.02 2.57 3.00
H2 -3.96 3.46 -1.21
H3 -0.85 -1.56 7.05
H4 -3.32 -0.17 -5.38
H5 1.88 -2.50 -7.40
H6 2.42 3.12 -3.62
H7 7.31 3.02 -2.46
H8 0.22 0.22 -4.55
H9 1.05 -1.20 3.81
H10 2.96 -2.83 -3.28
H11 0.11 -3.57 4.00
H12 2.35 1.75 -4.72
H13 -5.30 -4.13 1.33
H14 3.98 -0.14 -0.70
H15 -1.64 -1.42 -4.07
H16 3.14 6.26 -1.21
H17 2.39 -4.66 0.54
H18 6.17 1.67 -2.54
H19 -2.96 -5.89 2.19
H20 5.00 5.90 0.37
H21 -1.34 -3.86 4.99
H22 -4.47 -5.75 3.11
H23 3.72 0.41 -3.14
H24 -0.77 0.99 -2.61
H25 -3.73 -3.18 4.64
H26 -2.20 -2.88 -0.79
H27 -2.38 -1.94 6.26
H28 -2.91 -5.45 3.90
H29 4.04 3.33 -5.52
H30 -4.12 3.99 4.79
H31 -1.68 4.10 5.23
H32 3.65 1.90 1.06
H33 -5.27 -3.39 3.80
H34 0.22 -3.52 5.76
H35 -3.12 1.65 -2.68
H36 1.39 1.36 2.34
H37 4.86 1.87 -5.00
H38 0.80 2.98 4.18
H39 -3.75 -4.20 0.47
H40 -1.04 -2.64 -2.10
H41 1.53 4.45 -1.66
H42 -3.53 1.18 1.60
H43 4.46 -3.75 1.55
H44 5.26 3.72 1.51
H45 -4.23 -1.30 -0.66
H46 5.25 -1.49 0.93
H47 0.36 0.08 4.84
H48 0.42 -0.57 -6.87
H49 -0.06 3.89 0.49
H50 1.11 -3.32 -1.07
H51 7.12 2.13 -3.97
H52 1.27 -1.24 5.57
H53 -5.91 -0.08 -1.99
H54 -1.70 -0.31 6.13
H55 -2.40 4.59 0.36
H56 3.15 -3.62 -5.60
H57 -4.39 -2.64 1.01
H58 -4.26 -1.99 3.43
H59 3.90 1.82 -2.10

* calculated total energy: -4326.84006 a.u.
* spin multiplicity: 1
* energy above the lowest of the compared OMol25 structures with the same formula, charge and spin: 14.8 kcal per mole
* charge: +1
* Kohn-Sham gap: 7.15 eV



(2)
The following is a quantum chemistry calculation of C50H64ClFGe2N3O5RbSi3 as an isolated structure in a non-equilibrium geometry, from the OMol25 dataset.

Geometry (Å):
Rb1 -0.18 -0.61 0.40
Ge1 -0.45 -1.48 -2.67
Ge2 -2.05 3.53 1.32
Cl1 -5.34 2.64 -5.37
Si1 -1.27 5.37 -0.06
Si2 -4.30 2.85 1.98
Si3 -0.64 3.37 3.29
F1 2.15 2.29 6.97
O1 1.37 -2.76 0.91
O2 0.88 -0.23 2.85
O3 -2.49 0.41 0.31
O4 -1.53 2.37 -0.13
O5 2.35 -0.94 0.04
N1 4.85 1.71 7.50
N2 5.75 2.99 9.82
N3 4.73 -1.35 3.73
C1 -0.39 -0.70 -5.58
C2 -3.07 2.55 -3.93
C3 -2.26 1.32 -0.46
C4 2.79 1.43 6.13
C5 6.03 -1.90 4.07
C6 -3.13 -0.78 -5.96
C7 4.12 1.11 6.41
C8 -4.43 1.13 2.75
C9 2.13 0.89 5.07
C10 -0.93 -0.37 -6.82
C11 5.95 -2.91 5.21
C12 5.92 3.63 8.47
C13 1.51 -3.57 -3.60
C14 2.83 -1.45 2.25
C15 -2.56 -5.73 -1.68
C16 -4.94 1.31 -3.06
C17 2.79 -0.03 4.24
C18 -1.38 -3.25 -2.34
C19 4.08 -1.80 2.60
C20 1.23 3.33 3.00
C21 0.45 4.85 -0.65
C22 5.75 1.49 9.72
C23 4.62 1.08 8.79
C24 -4.38 2.13 -4.03
C25 -2.89 1.45 -1.80
C26 2.75 -4.05 -4.02
C27 -1.64 -5.14 -0.83
C28 2.43 -1.38 -3.41
C29 2.14 -1.79 0.92
C30 -5.57 3.04 0.58
C31 1.32 -2.22 -3.29
C32 -1.20 -1.06 -4.50
C33 3.83 -3.19 -4.13
C34 3.66 -1.85 -3.83
C35 -2.33 2.22 -2.82
C36 -1.06 -3.92 -1.15
C37 -2.58 -1.08 -4.72
C38 4.76 0.18 5.62
C39 -2.88 -5.09 -2.87
C40 -2.38 5.68 -1.57
C41 -4.18 0.96 -1.95
C42 4.78 3.16 7.59
C43 -1.09 7.01 0.88
C44 -4.74 4.07 3.36
C45 -1.05 5.03 4.13
C46 -2.31 -0.42 -7.01
C47 -2.30 -3.87 -3.19
C48 2.05 -0.56 3.08
C49 -1.20 2.02 4.49
C50 4.11 -0.42 4.53
H1 -3.23 -1.34 -3.89
H2 -3.01 -6.68 -1.43
H3 4.67 -2.46 1.98
H4 2.31 -0.33 -3.14
H5 6.48 3.31 10.46
H6 3.65 1.36 9.23
H7 -1.11 1.03 4.04
H8 -5.96 0.96 -3.17
H9 -4.12 3.90 4.25
H10 -3.43 5.74 -1.30
H11 4.51 -1.17 -3.90
H12 -2.27 4.88 -2.30
H13 -4.21 -0.84 -6.10
H14 1.76 3.37 3.95
H15 -2.13 5.14 4.25
H16 -1.30 2.55 -2.72
H17 6.94 -3.30 5.44
H18 1.54 4.19 2.40
H19 -6.34 3.76 0.86
H20 -1.36 -5.64 0.10
H21 -3.84 1.04 3.66
H22 -2.10 6.62 -2.05
H23 -0.87 7.81 0.18
H24 5.93 4.71 8.59
H25 5.31 -3.74 4.93
H26 -2.55 -3.40 -4.14
H27 2.87 -5.11 -4.25
H28 -2.24 2.18 4.77
H29 -0.28 -0.09 -7.64
H30 -4.08 0.37 2.05
H31 3.83 3.52 8.01
H32 -4.62 5.11 3.06
H33 6.72 -1.09 4.31
H34 -5.47 0.92 3.00
H35 1.11 1.14 4.83
H36 4.88 3.58 6.59
H37 -0.61 2.05 5.41
H38 6.71 1.18 9.30
H39 1.19 4.94 0.15
H40 -0.58 5.12 5.11
H41 4.63 0.00 8.67
H42 6.87 3.29 8.06
H43 5.79 -0.05 5.87
H44 6.41 -2.39 3.18
H45 -2.74 -0.17 -7.98
H46 -0.27 6.96 1.61
H47 4.85 3.28 10.19
H48 -6.06 2.09 0.38
H49 1.52 2.42 2.47
H50 -5.79 3.93 3.66
H51 0.78 5.46 -1.49
H52 5.54 -2.45 6.11
H53 -4.60 0.34 -1.17
H54 5.63 1.08 10.72
H55 -0.31 -3.50 -0.50
H56 0.69 -0.69 -5.45
H57 4.80 -3.57 -4.45
H58 -5.11 3.38 -0.35
H59 -0.70 5.88 3.52
H60 0.43 3.80 -0.97
H61 -2.63 3.15 -4.73
H62 0.68 -4.26 -3.52
H63 -2.00 7.28 1.43
H64 -3.59 -5.55 -3.56

* calculated total energy: -8090.63267 a.u.
* spin multiplicity: 1
* energy above the lowest of the compared OMol25 structures with the same formula, charge and spin: 17.1 kcal per mole
* charge: 0
* Kohn-Sham gap: 2.24 eV



(3)
The following is a quantum chemistry calculation of a 9-piece molecular cluster, C50H64F4INO16S overall in a non-equilibrium geometry, from the OMol25 dataset.

Geometry (Å):
I1 4.58 0.17 5.00
S1 -1.43 -3.28 0.72
F1 -2.93 -1.11 6.11
F2 -0.80 -3.59 4.02
F3 -1.75 0.24 4.88
F4 -3.89 0.52 5.03
O1 2.21 -6.94 1.78
O2 3.42 4.20 3.47
O3 -7.87 -0.60 1.84
O4 2.79 1.29 -2.43
O5 4.69 -5.09 1.16
O6 -1.26 1.16 -0.62
O7 -1.62 1.40 -5.02
O8 3.78 1.44 -8.71
O9 2.99 6.38 3.68
O10 0.90 -5.49 0.70
O11 3.15 -0.32 -3.94
O12 -0.77 2.11 -6.97
O13 -7.15 0.31 -0.07
O14 4.59 2.13 -6.75
O15 4.15 -3.61 2.73
O16 -2.23 2.95 0.33
N1 -0.85 -1.45 3.02
C1 0.71 -0.06 1.76
C2 1.06 6.59 2.35
C3 -2.63 -2.66 1.84
C4 1.30 -2.62 3.59
C5 5.58 2.94 -8.83
C6 -8.40 -0.13 3.10
C7 -1.19 2.35 -5.87
C8 4.15 -3.93 1.57
C9 0.02 -6.73 2.61
C10 2.77 1.26 4.69
C11 1.31 5.11 2.65
C12 4.88 2.90 -10.19
C13 -1.35 3.72 -5.23
C14 -4.51 -1.76 3.65
C15 -3.95 -3.06 1.72
C16 -0.33 -1.92 0.65
C17 -1.53 3.38 -3.75
C18 2.68 5.13 3.29
C19 3.03 -0.48 -5.37
C20 -7.87 1.30 3.25
C21 1.04 -6.28 1.58
C22 0.92 0.84 2.96
C23 -0.17 -1.14 1.79
C24 -3.22 3.18 1.36
C25 0.89 -7.39 3.67
C26 -3.19 -1.35 3.77
C27 1.99 0.54 -5.79
C28 -3.05 0.85 0.99
C29 -2.91 -0.43 4.93
C30 -7.55 0.45 1.05
C31 2.21 1.66 -4.78
C32 1.88 7.27 3.43
C33 3.60 -3.16 0.38
C34 4.11 1.59 -10.10
C35 1.42 0.19 0.58
C36 1.27 -0.59 -0.55
C37 -4.07 1.91 1.39
C38 -7.80 1.75 1.79
C39 -2.22 -1.80 2.87
C40 -4.90 -2.62 2.63
C41 4.62 2.16 -7.94
C42 -0.13 -2.35 3.94
C43 3.51 -4.24 -0.69
C44 2.73 0.91 -3.57
C45 0.37 -1.65 -0.51
C46 2.07 -7.89 2.85
C47 4.62 -5.19 -0.28
C48 2.37 1.26 3.20
C49 -2.08 1.62 0.12
C50 -2.17 2.00 -3.83
H1 1.89 -8.87 2.41
H2 -8.73 2.19 1.44
H3 -0.55 3.30 -3.26
H4 -2.13 4.09 -3.19
H5 3.62 -3.87 -1.71
H6 -6.98 2.45 1.60
H7 -2.23 4.20 -5.66
H8 -8.06 -0.80 3.88
H9 4.01 -0.28 -5.82
H10 2.64 -2.72 0.63
H11 -5.24 -1.42 4.37
H12 -0.47 4.33 -5.43
H13 -6.87 1.27 3.68
H14 3.01 -7.92 3.40
H15 2.28 8.24 3.14
H16 -3.25 2.05 -3.94
H17 -2.69 3.34 2.30
H18 4.72 0.73 -10.40
H19 1.86 -0.38 -1.42
H20 3.06 0.62 2.65
H21 0.28 1.72 2.80
H22 3.19 1.58 -10.67
H23 0.60 4.71 3.38
H24 1.32 7.38 4.36
H25 -0.66 -7.43 2.12
H26 0.01 6.88 2.36
H27 -2.49 0.47 1.85
H28 4.31 -2.37 0.13
H29 1.93 -1.73 3.62
H30 5.71 3.95 -8.44
H31 4.42 -6.23 -0.53
H32 -8.50 1.92 3.88
H33 0.99 0.12 -5.67
H34 1.23 -6.64 4.39
H35 2.13 1.01 0.56
H36 2.09 0.86 -6.83
H37 0.39 -8.19 4.23
H38 -3.48 0.02 0.44
H39 2.74 -1.51 -5.58
H40 1.39 -3.12 2.62
H41 1.70 -3.31 4.34
H42 -3.78 4.07 1.11
H43 -4.85 1.95 0.64
H44 -4.53 1.71 2.36
H45 1.29 2.18 -4.52
H46 -5.93 -2.94 2.57
H47 -1.93 1.36 -2.98
H48 0.51 0.32 3.83
H49 4.18 3.73 -10.27
H50 5.59 -4.91 -0.69
H51 -0.20 -1.93 4.95
H52 2.97 2.37 -5.09
H53 1.47 6.83 1.36
H54 -0.54 -5.87 2.97
H55 6.54 2.43 -8.83
H56 -4.22 -3.74 0.92
H57 0.24 -2.27 -1.39
H58 2.97 2.26 5.05
H59 -9.49 -0.17 3.04
H60 2.00 0.82 5.32
H61 2.54 -4.74 -0.61
H62 2.51 2.26 2.82
H63 5.56 2.94 -11.04
H64 1.30 4.48 1.77

* calculated total energy: -4297.75720 a.u.
* structure (SMILES): C[C@H](F)N1c2c(CCCI)cccc2Sc2cccc(C(F)(F)F)c21.O=C1CCCO1.O=C1CCCO1.O=C1CCCO1.O=C1CCCO1.O=C1CCCO1.O=C1CCCO1.O=C1CCCO1.O=C1CCCO1
* spin multiplicity: 1
* charge: 0
* Kohn-Sham gap: 8.00 eV